## a
2 unconnected molecules or ions with the total composition C3H10N3, computed with wB97M-V/def2-TZVPD.

The geometry in ORCA input format:
```
! RIJCOSX wB97M-V def2-TZVPD def2/J DEFGRID3
* xyz 1 1
N 0.9252 0.2461 -2.4768
N -0.8257 -1.2507 0.4714
N 0.3264 0.6530 1.7679
C -0.3742 -1.1572 -0.8762
C 0.5696 -0.2325 -1.1946
C -0.5805 1.5587 1.7236
H -0.3844 2.5111 2.1941
H -1.7942 -0.9357 0.6682
H -1.4636 1.3274 1.1468
H 1.1565 0.2692 -0.4310
H -0.6220 -2.2012 0.7730
H 0.0671 -0.3369 1.2102
H -0.9516 -1.6962 -1.6487
H 1.7856 0.8486 -2.4755
H 1.1310 0.9018 2.3229
H 1.0348 -0.5054 -3.1754
*
```

For the HOMO-LUMO gap, the calculation gives 7.801 eV. The HOMO energy comes out at -12.342 eV.

---

## b
A gas-phase ion, C3H10N3 (charge +1), computed with wB97M-V/def2-TZVPD.

The geometry in ORCA input format:
```
! RIJCOSX wB97M-V def2-TZVPD def2/J DEFGRID3
* xyz 1 1
N -1.1510 -1.1286 0.3728
N 1.3825 -0.3713 0.5492
N 0.3164 1.9436 0.4801
C -1.0375 -1.4274 -1.0524
C 0.4159 0.8050 -0.2549
C -0.9344 0.0887 -0.4485
H -2.0349 -1.2639 0.7661
H -0.0755 -1.9500 -1.2694
H 0.8938 1.1320 -1.2491
H 1.8238 0.1942 1.2961
H 0.5361 -1.0007 0.7853
H -0.1442 1.7423 1.4301
H -1.9742 -1.4888 -1.6688
H 2.0953 -0.7996 -0.0728
H -1.7563 0.7710 -0.7242
H 0.7591 2.7686 0.4432
*
```

Its structure (SMILES) is N[C@@H]([NH3+])[C@H]1CN1. For the HOMO-LUMO gap, the calculation gives 11.217 eV. The HOMO energy comes out at -14.236 eV.

---

## c
2 unconnected molecules or ions with the total composition C3H10N3, computed with wB97M-V/def2-TZVPD.

The geometry in ORCA input format:
```
! RIJCOSX wB97M-V def2-TZVPD def2/J DEFGRID3
* xyz 1 1
N 0.5791 -2.5145 -1.5462
N -1.0999 -0.2330 0.7964
N 0.0020 2.3574 1.2398
C 0.6693 2.6829 0.1884
C 0.1898 -1.7902 -0.4369
C -0.6684 -0.7680 -0.4692
H 0.6729 -2.1424 0.5249
H 0.3794 -2.0509 -2.4533
H -0.6815 0.7265 0.9052
H 0.4981 2.3797 2.1121
H 0.2097 2.6613 -0.7795
H 1.5267 -2.9185 -1.4817
H -1.1584 -0.3085 -1.3273
H -0.7501 -0.7069 1.5968
H 1.7490 2.8355 0.2265
H -2.1176 -0.2105 0.9039
*
```

For the HOMO-LUMO gap, the calculation gives 9.968 eV. The HOMO energy comes out at -13.007 eV.

---

c is the most stable structure; the next one sits 0.0121 hartree above it.